Entry 1:
Entry from the OMol25 dataset: a 15-piece molecular cluster, H30O15 overall at a distorted geometry (ωB97M-V with the def2-TZVPD basis set).

Properties
HOMO level: -10.343 eV
relative energy (zero: lowest compared OMol25 entry of this formula, charge and spin): 2.677 eV

Atoms and positions in Å:
O (1.7684, 2.2464, -0.2726)
H (2.4304, 2.9403, -0.1533)
H (0.9526, 2.5298, 0.1886)
O (0.1674, -3.1884, 0.8918)
H (0.8185, -3.2108, 0.2044)
H (-0.6973, -3.0051, 0.5100)
O (1.6225, -2.8204, -1.4885)
H (0.8190, -3.0892, -1.9939)
H (1.6322, -1.8088, -1.5527)
O (-0.8412, 2.8169, 1.0869)
H (-0.9994, 2.6339, 2.0317)
H (-0.6894, 1.9304, 0.7772)
O (1.5341, -0.3071, -2.1266)
H (2.3009, -0.2083, -2.7074)
H (1.9342, 0.0807, -1.3200)
O (-2.7308, 2.2304, -1.0872)
H (-2.8112, 2.8152, -1.8274)
H (-2.3523, 1.4177, -1.3175)
O (1.4434, 1.5802, 2.7044)
H (1.0366, 1.8018, 3.5614)
H (1.4370, 2.4329, 2.1946)
O (-3.1466, -0.3641, -2.6310)
H (-2.4989, 0.2761, -2.9267)
H (-2.6059, -0.8735, -2.0435)
O (3.0015, -0.6084, 0.2414)
H (3.6356, -1.2868, -0.0427)
H (3.4311, 0.1336, 0.5999)
O (-1.0686, -0.5459, 3.4243)
H (-1.3172, 0.3603, 3.5934)
H (-0.6976, -0.3257, 2.5701)
O (-0.8116, 0.9241, -2.9947)
H (-0.7912, 0.4678, -3.8330)
H (-0.2389, 0.4111, -2.3822)
O (-0.1397, 0.2080, 0.5370)
H (0.7437, -0.1262, 0.4280)
H (-0.6159, -0.2247, -0.1311)
O (-1.7605, -1.7828, -0.8741)
H (-1.5681, -2.2352, -1.6888)
H (-2.6640, -1.8481, -0.6118)
O (-3.2375, 0.3115, 1.1065)
H (-3.7182, -0.2586, 0.5054)
H (-3.6591, 1.1457, 1.0069)
O (3.4598, -1.2992, 2.9282)
H (4.4017, -1.3511, 2.8103)
H (3.0905, -0.9265, 2.1043)

***

Entry 2:
Entry from the OMol25 dataset: C58H44AsIN2O2PSSn as an isolated structure (ωB97M-V with the def2-TZVPD basis set).

Properties
HOMO level (spin up / spin down): 0.516 / -1.059 eV
relative energy (zero: lowest compared OMol25 entry of this formula, charge and spin): 0.613 eV
net charge: -2
spin multiplicity: 2

Atoms and positions in Å:
Sn (-0.2443, 0.3970, -0.9872)
I (-0.8519, 0.1116, -4.1335)
C (-0.2185, 2.0932, -4.3822)
C (0.1230, 2.4877, -5.6421)
C (0.4351, 3.8426, -5.8893)
C (0.3427, 4.7537, -4.8809)
C (-0.0183, 4.3531, -3.5691)
C (-0.1473, 5.3195, -2.5381)
C (-0.5074, 4.9331, -1.2823)
C (-0.6878, 3.5585, -0.9961)
C (-0.5280, 2.5581, -1.9277)
C (-0.2568, 2.9837, -3.2698)
H (0.1517, 1.7697, -6.4506)
H (0.7227, 4.1500, -6.8883)
H (0.5430, 5.8045, -5.0646)
H (0.0316, 6.3633, -2.7764)
H (-0.6279, 5.6680, -0.4922)
H (-0.9327, 3.2956, 0.0322)
O (2.1847, 1.3479, -2.6354)
C (1.8589, 0.4976, -1.7641)
C (2.9801, -0.2666, -1.1513)
C (4.2864, 0.2380, -1.3081)
C (5.3819, -0.4051, -0.7670)
C (5.2333, -1.6119, -0.0897)
C (3.9624, -2.1743, 0.0026)
C (2.8494, -1.5248, -0.5128)
P (1.1550, -2.1832, -0.4219)
C (1.4017, -3.7055, 0.5693)
C (1.4552, -3.5130, 1.9527)
C (1.6066, -4.5892, 2.8118)
C (1.6989, -5.8804, 2.3034)
C (1.6492, -6.0813, 0.9320)
C (1.5057, -4.9997, 0.0699)
C (0.8703, -2.8465, -2.1032)
C (1.7061, -2.6026, -3.1903)
C (1.3404, -3.0148, -4.4651)
C (0.1394, -3.6780, -4.6732)
C (-0.7059, -3.9174, -3.5963)
C (-0.3487, -3.4949, -2.3245)
H (4.3941, 1.1570, -1.8703)
H (6.3691, 0.0354, -0.8746)
H (6.0893, -2.1190, 0.3402)
H (3.8403, -3.1342, 0.4913)
H (1.3626, -2.5023, 2.3382)
H (1.6281, -4.4190, 3.8821)
H (1.8016, -6.7257, 2.9747)
H (1.7215, -7.0845, 0.5263)
H (1.4696, -5.1684, -0.9997)
H (2.6355, -2.0668, -3.0408)
H (1.9947, -2.8000, -5.3022)
H (-0.1462, -3.9905, -5.6712)
H (-1.6556, -4.4172, -3.7489)
H (-1.0274, -3.6431, -1.4893)
O (-0.6604, -1.1803, 1.9103)
N (-1.4160, -2.0984, 2.4350)
C (-1.2983, -2.2957, 3.7750)
C (-2.0344, -3.2190, 4.4703)
C (-2.9453, -4.0010, 3.7572)
C (-3.0481, -3.8145, 2.4015)
C (-2.2829, -2.8696, 1.6771)
S (-2.4450, -2.6833, -0.0099)
H (-0.5643, -1.6414, 4.2231)
H (-1.8905, -3.3164, 5.5379)
H (-3.5572, -4.7434, 4.2557)
H (-3.7325, -4.4048, 1.8083)
N (-3.7217, 0.9556, -0.1060)
C (-3.8603, 1.0246, 1.2704)
C (-3.7745, 2.2500, 1.9408)
C (-3.9974, 2.3235, 3.3070)
C (-4.2730, 1.1821, 4.0488)
C (-4.3378, -0.0410, 3.3868)
C (-4.1537, -0.1222, 2.0191)
H (-3.1302, 1.6793, -0.4916)
H (-3.4211, 0.0451, -0.4387)
H (-3.5327, 3.1467, 1.3792)
H (-3.9477, 3.2901, 3.7967)
H (-4.4275, 1.2418, 5.1195)
H (-4.5218, -0.9530, 3.9445)
H (-4.1870, -1.0788, 1.5116)
C (-0.4531, 6.4154, 3.7778)
C (-1.1079, 5.3015, 4.2879)
C (-0.8176, 4.0390, 3.7927)
C (0.1383, 3.8619, 2.7945)
C (0.7873, 4.9826, 2.2881)
C (0.4914, 6.2508, 2.7757)
As (0.3990, 2.0161, 2.1125)
C (1.1479, 1.3190, 3.7732)
C (0.4373, 0.8035, 4.8450)
C (1.1232, 0.2937, 5.9413)
C (2.5133, 0.2816, 5.9471)
C (3.2264, 0.7826, 4.8672)
C (2.5463, 1.3129, 3.7750)
C (3.1637, 1.8700, 2.5538)
C (4.5287, 2.0364, 2.3364)
C (4.9683, 2.5859, 1.1419)
C (4.0595, 2.9407, 0.1515)
C (2.6967, 2.7641, 0.3518)
C (2.2545, 2.2576, 1.5660)
H (-0.6813, 7.4046, 4.1568)
H (-1.8522, 5.4158, 5.0678)
H (-1.3433, 3.1777, 4.1892)
H (1.5284, 4.8727, 1.5059)
H (1.0061, 7.1126, 2.3664)
H (-0.6468, 0.7774, 4.8190)
H (0.5735, -0.1122, 6.7824)
H (3.0454, -0.1393, 6.7920)
H (4.3093, 0.7467, 4.8724)
H (5.2469, 1.7317, 3.0886)
H (6.0308, 2.7091, 0.9676)
H (4.4108, 3.3290, -0.7965)
H (1.9954, 2.9896, -0.4444)

***

Entry 3:
Entry from the OMol25 dataset: C20H30Cl2N3O3SV as an isolated structure at a distorted geometry (ωB97M-V with the def2-TZVPD basis set).

Properties
HOMO level (spin up / spin down): -0.548 / -4.512 eV
net charge: -1
spin multiplicity: 4

Atoms and positions in Å:
O (0.8787, -0.2616, -3.0514)
C (-0.1391, 0.2572, -3.4888)
C (-0.3412, 1.7105, -3.7854)
C (0.3378, 2.7383, -3.0807)
H (0.6339, 2.5987, -2.0626)
C (0.6055, 3.8829, -3.8014)
H (1.2112, 4.6806, -3.3376)
C (0.1284, 4.0415, -5.1081)
H (0.3312, 4.9581, -5.6901)
C (-0.6920, 3.0459, -5.7238)
H (-1.1073, 3.1726, -6.7081)
C (-0.9347, 1.8886, -5.0254)
H (-1.4994, 1.0666, -5.4514)
H (-1.1421, -0.3421, -3.6317)
C (-2.5542, -1.1035, -1.7544)
C (-1.9077, 0.1510, -1.3516)
H (-3.4050, -0.8367, -2.3536)
H (-2.8982, -1.6503, -0.8511)
H (-1.9281, -1.7733, -2.3517)
C (-2.4977, 1.4159, -1.4110)
C (-3.9961, 1.5086, -1.4753)
H (-1.9525, 2.2691, -1.7766)
H (-4.3153, 1.9182, -2.4486)
H (-4.3515, 2.1938, -0.6949)
H (-4.5014, 0.5557, -1.3385)
V (-1.4053, 0.2316, 0.3190)
Cl (-0.1969, 2.0896, 0.0801)
Cl (-3.1286, 0.1878, 1.4780)
H (4.6707, 1.3624, -2.6301)
H (4.8594, 1.9141, -0.3586)
C (3.5720, 1.4154, -2.5228)
C (3.8190, 1.6665, -0.0729)
N (3.1897, 0.9781, -1.1908)
H (3.0783, 0.7709, -3.2642)
C (2.5780, -0.2252, -0.9965)
O (1.9388, -0.5181, 0.0156)
H (3.7972, 1.0263, 0.8109)
H (2.6804, -0.9292, -1.8411)
H (3.2636, 2.4610, -2.6809)
H (3.2877, 2.6036, 0.1456)
H (-0.5763, -5.2788, 0.8064)
H (1.2861, -5.4503, -1.1038)
C (-1.1142, -4.6629, 0.0681)
C (0.6696, -4.7423, -1.6862)
N (-0.1150, -3.9579, -0.7701)
H (-1.7869, -3.9786, 0.5629)
C (-0.0219, -2.6214, -0.6844)
O (-0.8576, -1.9846, -0.0993)
H (1.2996, -4.0602, -2.2627)
H (0.8975, -2.1562, -1.1596)
H (-1.6864, -5.3470, -0.5880)
H (-0.0080, -5.3098, -2.3499)
S (0.0424, -1.5031, 4.4450)
C (1.2312, -0.2652, 4.0696)
C (1.0135, 0.2172, 2.8002)
N (-0.1266, -0.2742, 2.1445)
C (-0.7055, -1.1998, 2.9135)
H (2.0189, -0.0070, 4.7931)
H (1.6441, 0.9766, 2.2964)
H (-1.6578, -1.6993, 2.6532)

***

Entry 4:
Entry from the OMol25 dataset: one molecule with the formula C6H9N at a distorted geometry (ωB97M-V with the def2-TZVPD basis set).

Properties
HOMO level (spin up / spin down): -8.269 / -8.268 eV
relative energy (zero: lowest compared OMol25 entry of this formula, charge and spin): 4.412 eV

Atoms and positions in Å:
C (1.2647, 1.3016, 0.2576)
C (0.6047, -0.0444, -0.1178)
C (-0.5220, -0.4622, 0.8461)
C (-1.7806, -0.1538, 0.0403)
C (-1.0869, -0.2236, -1.3121)
C (1.6019, -1.0450, -0.4077)
N (2.3916, -1.8616, -0.6472)
H (1.9720, 1.6950, -0.4811)
H (1.8393, 1.1428, 1.1881)
H (0.5227, 2.0766, 0.4754)
H (-0.4540, 0.0631, 1.7990)
H (-0.4275, -1.5373, 1.0045)
H (-2.5564, -0.9165, 0.1908)
H (-2.2340, 0.8186, 0.2584)
H (-1.0079, -1.2565, -1.6601)
H (-0.1275, 0.4034, -1.4343)

***

Entry 5:
Entry from the OMol25 dataset: a 6-piece molecular cluster, C28H54O28S6 overall at a distorted geometry (ωB97M-V with the def2-TZVPD basis set).

Properties
SMILES: CCOCC[C@]1(CCCCCCCCOC(C)=O)OS(=O)(=O)O[C@@H]1COC.O=S1(=O)OCCO1.O=S1(=O)OCCO1.O=S1(=O)OCCO1.O=S1(=O)OCCO1.O=S1(=O)OCCO1
HOMO level: -9.931 eV

Atoms and positions in Å:
C (-4.3961, 4.6418, -3.0656)
C (-3.4231, 3.7190, -2.3242)
O (-3.4007, 2.4027, -2.8276)
C (-4.6334, 1.7115, -2.6844)
C (-4.3926, 0.2279, -2.4402)
C (-4.3779, -0.2824, -0.9978)
C (-2.9732, -0.4850, -0.4158)
C (-2.0221, 0.7160, -0.5988)
C (-1.1650, 1.0234, 0.6463)
C (0.2376, 0.4088, 0.6671)
C (0.2853, -1.0989, 0.3383)
C (1.1567, -1.4610, -0.8878)
C (0.9042, -0.6575, -2.1674)
C (-0.1649, -1.2746, -3.0616)
O (0.0749, -1.0398, -4.4693)
C (-0.3219, 0.2170, -4.8454)
C (-1.6129, 0.2607, -5.5952)
O (0.3420, 1.1772, -4.6082)
O (-4.9169, -1.6742, -1.0906)
S (-5.4519, -2.1373, 0.3225)
O (-6.7877, -2.6056, 0.2008)
O (-4.4799, -2.9475, 0.9779)
O (-5.4077, -0.6952, 1.0315)
C (-5.3428, 0.3341, 0.0223)
C (-6.7803, 0.6600, -0.4306)
O (-7.1111, 0.0647, -1.6542)
C (-8.0538, 0.7743, -2.4438)
H (-5.3900, 4.5404, -2.6279)
H (-4.0709, 5.6750, -2.9795)
H (-4.4796, 4.3077, -4.0989)
H (-2.4191, 4.1317, -2.4128)
H (-3.6659, 3.7010, -1.2517)
H (-5.1922, 1.8168, -3.6193)
H (-5.2422, 2.1732, -1.9015)
H (-3.4538, -0.0686, -2.9106)
H (-5.1769, -0.3243, -2.9489)
H (-2.5795, -1.3475, -0.9561)
H (-2.9983, -0.7607, 0.6345)
H (-2.6472, 1.5937, -0.7610)
H (-1.4011, 0.6301, -1.4852)
H (-1.0308, 2.1093, 0.6646)
H (-1.7375, 0.7723, 1.5409)
H (0.6131, 0.5252, 1.6807)
H (0.9280, 0.9547, 0.0252)
H (0.7373, -1.6284, 1.1726)
H (-0.6999, -1.5454, 0.2042)
H (0.9396, -2.5111, -1.1077)
H (2.2092, -1.4120, -0.6100)
H (0.6953, 0.3899, -1.9610)
H (1.8250, -0.6547, -2.7530)
H (-0.1558, -2.3562, -2.9358)
H (-1.1750, -0.9297, -2.8260)
H (-1.8873, 1.3003, -5.7447)
H (-1.5108, -0.2590, -6.5465)
H (-2.3985, -0.2327, -5.0230)
H (-4.8497, 1.2267, 0.4077)
H (-7.4329, 0.2689, 0.3576)
H (-6.9309, 1.7447, -0.4368)
H (-9.0285, 0.2878, -2.3767)
H (-7.7323, 0.7113, -3.4835)
H (-8.1154, 1.8275, -2.1705)
O (2.1695, -0.7822, 2.7424)
S (3.4788, -0.6320, 2.2224)
O (3.7578, 0.1935, 1.1040)
O (4.0668, -2.0946, 1.9551)
C (5.2798, -2.2918, 2.6968)
C (5.1210, -1.4161, 3.9208)
O (4.4596, -0.2401, 3.4160)
H (6.1190, -1.9701, 2.0772)
H (5.3901, -3.3443, 2.9419)
H (6.0701, -1.1517, 4.3823)
H (4.4726, -1.8832, 4.6653)
O (7.4099, -1.3822, 5.8131)
S (8.5093, -1.8165, 6.6051)
O (8.3658, -2.8713, 7.5415)
O (9.1329, -0.5483, 7.3327)
C (10.5287, -0.4175, 7.0110)
C (10.6439, -1.0179, 5.6253)
O (9.7477, -2.1438, 5.6621)
H (11.1062, -0.9799, 7.7458)
H (10.8159, 0.6290, 7.0439)
H (11.6482, -1.3555, 5.3894)
H (10.2987, -0.3265, 4.8549)
O (-6.3347, 4.3002, -6.2905)
S (-7.4638, 4.2577, -5.4353)
O (-7.8988, 3.0454, -4.8413)
O (-8.6915, 4.9557, -6.1821)
C (-9.2071, 6.0431, -5.4019)
C (-8.0075, 6.5442, -4.6256)
O (-7.2970, 5.3471, -4.2768)
H (-9.9833, 5.6570, -4.7388)
H (-9.6306, 6.7971, -6.0590)
H (-8.2813, 7.0853, -3.7248)
H (-7.3570, 7.1658, -5.2437)
O (4.2220, -2.7434, 12.5252)
S (5.4887, -2.4852, 11.9433)
O (6.4014, -1.5782, 12.5380)
O (5.2677, -2.0965, 10.4090)
C (6.0096, -2.9837, 9.5552)
C (6.0711, -4.2825, 10.3288)
O (6.2534, -3.8676, 11.6899)
H (7.0011, -2.5679, 9.3991)
H (5.5040, -3.0899, 8.5996)
H (6.8947, -4.9185, 10.0184)
H (5.1338, -4.8386, 10.2596)
O (6.7320, -2.1804, -5.1240)
S (5.6609, -3.0248, -5.5136)
O (5.8779, -4.3923, -5.8175)
O (4.8845, -2.3213, -6.7217)
C (3.4970, -2.1476, -6.3944)
C (3.4855, -1.9990, -4.8894)
O (4.4838, -2.9300, -4.4390)
H (2.9511, -3.0367, -6.7150)
H (3.1030, -1.2741, -6.9054)
H (2.5227, -2.2405, -4.4502)
H (3.7850, -0.9949, -4.5828)

***

Entry 6:
Entry from the OMol25 dataset: a 2-piece molecular cluster, C3H11N2O overall at a distorted geometry (ωB97M-V with the def2-TZVPD basis set).

Properties
HOMO level: -12.479 eV
relative energy (zero: lowest compared OMol25 entry of this formula, charge and spin): 1.366 eV
net charge: +1

Atoms and positions in Å:
C (-0.1830, 1.0032, -0.9628)
C (-0.3289, -0.3018, -0.1972)
C (-1.4428, -1.0401, -0.1934)
N (-2.5646, -0.6945, -0.8918)
N (0.8656, -0.7813, 0.5183)
H (-0.3171, 0.7935, -2.0208)
H (0.7797, 1.4465, -0.7407)
H (-0.9896, 1.6546, -0.6335)
H (-1.3996, -2.0281, 0.2594)
H (-2.4343, -0.2636, -1.7752)
H (-3.4812, -0.9488, -0.6208)
H (1.3308, -1.4845, -0.0682)
H (0.6279, -1.3333, 1.3450)
H (1.5613, -0.0226, 0.7753)
H (3.3809, 1.4496, 1.4168)
H (2.1128, 1.4351, 2.3042)
O (2.4821, 1.1162, 1.4854)

***

Entry 7:
Entry from the OMol25 dataset: C12H27ClIIrO5P2 as an isolated structure at a distorted geometry (ωB97M-V with the def2-TZVPD basis set).

Properties
HOMO level (spin up / spin down): -19.273 / -19.202 eV
net charge: +3
spin multiplicity: 6

Atoms and positions in Å:
C (1.6169, -2.8227, -1.8760)
C (2.7487, -1.7004, -1.9942)
H (1.9849, -3.8154, -2.1508)
H (0.6778, -2.6424, -2.4221)
H (1.3381, -2.8813, -0.8044)
O (3.6295, -1.7802, -1.1624)
I (3.5589, 0.8531, -1.5586)
Ir (-0.7517, -0.1887, 1.1224)
P (0.1715, 0.3172, -1.7465)
C (1.1804, 0.4568, -3.4251)
C (-1.2716, -0.2230, -2.6829)
H (-1.5436, 1.5567, -0.5423)
H (-1.0099, 2.5126, -1.9873)
H (0.0049, 2.4378, -0.4790)
C (-0.6631, 1.8796, -1.1668)
H (-2.0612, -0.5581, -1.9812)
H (-1.6414, 0.6414, -3.2921)
H (0.5726, 0.2666, -4.3229)
H (1.9465, -0.3524, -3.3770)
H (-0.9920, -1.0555, -3.3583)
H (1.6496, 1.4255, -3.4894)
C (1.0367, -0.5361, 1.3160)
O (2.1442, -0.9272, 1.5121)
Cl (-2.6679, -0.8723, 0.0609)
C (-1.6660, -3.4778, 3.2603)
C (-2.6558, -2.3709, 3.0586)
O (-2.2443, -1.0990, 3.7091)
P (-0.8527, -0.3841, 3.3192)
O (0.2255, -1.2587, 4.1199)
C (1.5092, -0.8212, 4.6680)
C (1.4999, -1.0224, 6.1767)
O (-0.7306, 0.9389, 4.2078)
C (-1.0932, 2.2514, 3.5679)
C (-2.5560, 2.2739, 3.3439)
H (-0.6180, -3.1169, 3.3460)
H (-1.6713, -4.1752, 2.3903)
H (-1.8835, -4.0852, 4.1581)
H (-2.7924, -2.1851, 2.0056)
H (-3.6389, -2.5869, 3.4772)
H (2.2533, -1.4803, 4.2042)
H (1.7156, 0.2103, 4.4290)
H (0.7200, -0.3670, 6.6002)
H (1.2765, -2.0778, 6.4114)
H (2.4546, -0.7616, 6.6207)
H (-0.5368, 2.3267, 2.6293)
H (-0.7431, 3.0211, 4.2618)
H (-3.0867, 1.7855, 4.1759)
H (-2.9278, 3.2939, 3.2241)
H (-2.8206, 1.7297, 2.4065)

***

| no. | electronic energy (a.u.) |
| --- | --- |
| 1 | -1146.54169 |
| 2 | -5983.84995 |
| 3 | -3432.59649 |
| 4 | -288.61989 |
| 5 | -5594.96135 |
| 6 | -305.40255 |
| 7 | -2393.26016 |